Entry 1:
This record from OMol25 describes a structure of composition C33H38AsBrF6N6O2ReSe in a non-equilibrium geometry. The level of theory is the ωB97M-V functional and the def2-TZVPD basis.

Structure (XYZ):
```
89
C33H38AsBrF6N6O2ReSe (the ωB97M-V functional and the def2-TZVPD basis)
Re -0.56896 -0.29505 -0.12887
C -4.17292 1.22021 -2.09034
C -4.90530 0.08412 -2.41384
C -4.39249 -1.16052 -2.08820
C -3.16835 -1.25286 -1.44316
N -2.49347 -0.13557 -1.08329
C -2.97923 1.07170 -1.42320
C -2.44059 -2.48652 -1.19280
C -2.89510 -3.76008 -1.53524
C -2.05768 -4.85203 -1.39540
C -0.76057 -4.67685 -0.92890
C -0.31347 -3.41130 -0.57040
C -1.15390 -2.31416 -0.68376
H -4.51364 2.20854 -2.36238
H -5.84984 0.16727 -2.93485
H -4.92934 -2.05898 -2.35264
H -2.39081 1.94149 -1.16834
H -3.89431 -3.89884 -1.92552
H -2.40956 -5.83962 -1.66073
H -0.09351 -5.52385 -0.83739
H 0.70058 -3.30666 -0.20322
F -0.20001 1.38243 -1.44466
As -0.05041 2.47389 -3.16339
F -1.01083 3.55337 -2.20547
F 1.36142 3.07182 -2.32913
F 0.09247 3.48531 -4.47646
F 0.90756 1.16219 -3.70136
F -1.45731 1.62044 -3.61837
Br 3.08511 -2.99303 3.31272
C 1.27264 -2.62261 2.96725
C 0.25288 -3.12048 3.76909
C -1.05546 -2.78583 3.45034
C -1.31270 -1.99809 2.34660
N -0.32626 -1.52712 1.57344
C 0.94370 -1.82476 1.88367
H 0.48174 -3.75343 4.61648
H -1.88032 -3.14593 4.04955
H -2.32403 -1.76054 2.04266
H 1.73413 -1.43646 1.24802
C 0.70663 4.18997 3.54601
N 0.68792 4.42294 2.11299
C 0.94487 3.52083 1.14153
Se 1.36820 1.74538 1.31436
N 0.90140 4.14885 -0.04434
C 0.61723 5.47292 0.13665
C 0.49425 6.52403 -0.77049
C 0.20909 7.75559 -0.23124
C 0.04938 7.93785 1.16139
C 0.16265 6.90187 2.06062
C 0.46141 5.64986 1.52661
H 1.23032 3.26064 3.75256
H -0.30813 4.13965 3.94078
H 1.23298 5.00985 4.03058
H 1.10129 3.70867 -0.94352
H 0.62170 6.36386 -1.83202
H 0.11815 8.61529 -0.88049
H -0.16359 8.93099 1.53263
H 0.04358 7.06490 3.12284
C -0.11265 0.41262 4.28794
N -1.45375 0.92243 4.06199
C -2.21771 1.10976 5.30104
C -3.32255 2.12037 5.09914
C -4.15494 1.66612 3.92221
N -3.29763 1.42851 2.75558
C -3.94459 1.64718 1.47786
C -2.00144 1.08444 2.84050
O -1.27541 0.96067 1.77940
H 0.45622 1.11288 4.90109
H 0.40599 0.26345 3.35226
H -0.17061 -0.53196 4.83144
H -1.52930 1.44558 6.07588
H -2.63301 0.14822 5.61877
H -2.90009 3.10547 4.88910
H -3.94089 2.19794 5.99092
H -4.88124 2.43226 3.65306
H -4.71170 0.75539 4.15968
H -4.06993 2.71415 1.27809
H -4.93083 1.18254 1.48558
H -3.35091 1.20280 0.69972
C 2.67454 -1.32815 -2.96882
C 1.27032 -1.22291 -2.50763
C 0.18870 -1.55637 -3.46520
O 1.05450 -0.87697 -1.33139
H 2.78728 -2.11270 -3.71509
H 3.36709 -1.47304 -2.14237
H 2.92641 -0.38103 -3.45832
H 0.48920 -1.27823 -4.47354
H -0.75193 -1.07287 -3.20705
H 0.04689 -2.64243 -3.45608
```

## Properties
Energy relative to the best compared isomer or geometry (same formula, charge and spin): 18.5 kcal/mol
Multiplicity: 3
Net charge: +3
LUMO (spin up / spin down): -9.135 / -10.737 eV
Orbital gap (spin up / spin down): 7.17 / 5.62 eV
HOMO level (spin up / spin down): -0.5993 / -0.6012 hartree

Entry 2:
This record from OMol25 describes a structure of composition C33H38BCl5CoN6OS5. The level of theory is the ωB97M-V functional and the def2-TZVPD basis.

Structure (XYZ):
```
90
C33H38BCl5CoN6OS5 (the ωB97M-V functional and the def2-TZVPD basis)
Co 0.54688 0.83966 1.07671
C -4.40901 -2.11205 3.76954
C -3.75568 -1.00268 2.94431
C -2.73639 -0.29824 3.83873
C -4.84086 -0.02637 2.47145
N -3.12364 -1.59822 1.74081
C -3.34915 -2.89852 1.32826
C -2.86509 -3.02003 0.08364
N -2.32026 -1.81907 -0.29885
B -1.78037 -1.67826 -1.74671
N -0.45340 -2.42720 -2.00912
C -0.12408 -2.72920 -3.31107
C 0.99531 -3.46491 -3.32229
N 1.39289 -3.64778 -2.00901
C 0.49756 -2.97075 -1.18835
S 0.53897 -2.87571 0.48361
C 2.57136 -4.45042 -1.60559
C 3.23493 -5.02063 -2.85960
C 3.58727 -3.57691 -0.87364
C 2.12021 -5.61629 -0.71737
N -1.73853 -0.21640 -2.25070
C -2.87647 0.33557 -2.78681
C -2.57908 1.55405 -3.25535
N -1.23180 1.79131 -3.01085
C -0.71912 0.68952 -2.33818
S 0.82825 0.44205 -1.71501
C -0.62567 3.00981 -3.60907
C 0.85684 3.19028 -3.30054
C -0.78358 2.89862 -5.13434
C -1.38934 4.24394 -3.10852
C -2.45670 -0.94116 0.72926
S -2.00508 0.69698 0.72618
H -4.83996 -1.66631 4.66497
H -3.66595 -2.84891 4.07900
H -5.20913 -2.61244 3.21972
H -3.22807 0.03145 4.75708
H -2.30077 0.56386 3.34684
H -1.91784 -0.97027 4.09287
H -5.32034 0.44956 3.32872
H -5.59794 -0.55396 1.88453
H -4.39005 0.74487 1.84998
H -3.80925 -3.64207 1.94962
H -2.83103 -3.87829 -0.56341
H -2.59422 -2.24480 -2.45154
H -0.72563 -2.38446 -4.13443
H 1.52841 -3.86363 -4.16400
H 3.59196 -4.22068 -3.51097
H 2.55080 -5.66276 -3.42001
H 4.09458 -5.61728 -2.55713
H 3.81822 -2.68416 -1.45473
H 4.50860 -4.13905 -0.69991
H 3.19990 -3.24403 0.08281
H 1.43035 -6.26824 -1.26167
H 1.61425 -5.22914 0.16255
H 2.98773 -6.19624 -0.39593
H -3.80516 -0.20704 -2.80083
H -3.21891 2.27991 -3.72154
H 1.43680 2.33807 -3.64104
H 1.02424 3.30142 -2.23379
H 1.20702 4.09247 -3.80872
H -0.25856 2.01529 -5.50194
H -0.35972 3.78350 -5.61182
H -1.83220 2.82297 -5.42492
H -1.46285 4.22468 -2.02617
H -2.39862 4.29359 -3.52309
H -0.85048 5.14780 -3.39343
S 0.84577 -0.18662 3.16974
C 2.57403 -0.07597 3.35304
C 3.15585 -0.49635 4.55651
C 4.52484 -0.46285 4.75905
C 5.35701 -0.00746 3.74150
C 4.80068 0.41801 2.54740
C 3.41706 0.40111 2.33001
S 2.81584 0.95743 0.78964
H 2.49459 -0.85176 5.33909
H 4.94706 -0.78941 5.70398
H 6.43264 0.02215 3.88180
H 5.43249 0.78214 1.74452
Cl 0.94198 8.52117 1.63231
C 0.88068 6.79282 1.73778
C -0.05754 6.06554 1.00521
Cl -1.16669 6.90149 -0.02752
C -0.12276 4.69343 1.11891
Cl -1.30444 3.77040 0.27808
C 0.75308 3.92901 1.96163
O 0.68166 2.68539 2.09431
C 1.71192 4.72024 2.67594
Cl 2.81676 3.86373 3.68565
C 1.76271 6.09684 2.57027
Cl 2.92145 6.99291 3.49196
```

## Properties
Energy relative to the best compared isomer or geometry (same formula, charge and spin): 11.4 kcal/mol
Multiplicity: 2
Net charge: -2
LUMO (spin up / spin down): 4.005 / 4.004 eV
Orbital gap (spin up / spin down): 4.92 / 4.96 eV
HOMO level (spin up / spin down): -0.0337 / -0.0352 hartree

Entry 3:
This record from OMol25 describes a structure of composition C33H38BN5O5PtS in a non-equilibrium geometry. The level of theory is the ωB97M-V functional and the def2-TZVPD basis.

Structure (XYZ):
```
84
C33H38BN5O5PtS (the ωB97M-V functional and the def2-TZVPD basis)
Pt 0.03851 -0.65517 -0.31227
C -2.21905 -6.44805 4.53879
O -2.06202 -5.10851 4.07903
C -2.87419 -4.15758 4.58598
C -3.89646 -4.37600 5.49769
C -4.65741 -3.31188 5.95860
C -4.38823 -2.02150 5.53161
C -3.36056 -1.79312 4.63044
C -2.61246 -2.85505 4.13044
N -1.52132 -2.71471 3.24376
C -1.33863 -1.81777 2.25459
N -2.46682 -1.15283 1.83834
C -2.61452 -0.05820 1.04030
C -1.56523 0.57017 0.34256
C -1.87597 1.70808 -0.37549
C -3.18739 2.22575 -0.40752
C -4.23212 1.59110 0.23878
C -3.96612 0.44468 0.96560
O -4.85898 -0.25728 1.64568
C -6.24497 0.10577 1.55638
N -0.18387 -1.64605 1.68704
C 1.03288 -2.07545 2.24807
C 1.33784 -1.89892 3.60161
C 2.56254 -2.30067 4.09921
C 3.51071 -2.86490 3.25515
C 3.23331 -3.02392 1.90766
C 2.00434 -2.63412 1.40298
O 1.72146 -2.69537 0.06177
C 1.60292 -4.00623 -0.51081
H -1.45894 -7.03155 4.02984
H -3.20481 -6.83893 4.28197
H -2.06582 -6.51415 5.61707
H -4.09653 -5.37440 5.85897
H -5.45066 -3.48906 6.67156
H -4.95363 -1.18511 5.91858
H -3.11414 -0.77378 4.36033
H -0.80866 -3.42789 3.33946
H -3.34899 -1.50861 2.20104
H -1.10575 2.20612 -0.95097
H -3.39832 3.12206 -0.97736
H -5.23224 1.99200 0.17183
H -6.59053 0.04570 0.52447
H -6.41635 1.10488 1.95620
H -6.78218 -0.61777 2.16048
H 0.60342 -1.44279 4.25436
H 2.78666 -2.16247 5.14824
H 4.47293 -3.16647 3.64537
H 3.97340 -3.43054 1.23015
H 1.70715 -3.89434 -1.58752
H 0.62145 -4.42653 -0.27809
H 2.38056 -4.67118 -0.13801
N 1.60716 2.68535 0.50642
C 2.33933 2.07007 -0.41703
N 3.17906 2.76952 -1.16689
S 2.26867 0.37563 -0.65361
H 1.71339 3.66859 0.70118
H 0.98502 2.14409 1.08239
H 3.35051 3.75094 -1.01307
H 3.72641 2.29754 -1.86880
C 0.25655 -6.41214 -6.82157
C -0.33615 -5.01084 -7.08058
C 0.68305 -4.19714 -7.87909
C -1.60871 -5.16252 -7.93074
C -0.65596 -4.38005 -5.73228
C -1.72730 -4.87681 -4.97160
C -2.05719 -4.39047 -3.71663
C -1.26952 -3.37343 -3.22035
O -1.33370 -2.71032 -2.01509
B -0.28158 -1.79965 -2.02958
O 0.41014 -1.88006 -3.21694
C -0.20504 -2.86933 -3.95644
C 0.12275 -3.34855 -5.20540
H 0.48918 -6.88934 -7.77525
H -0.44679 -7.04618 -6.28128
H 1.17553 -6.33700 -6.23748
H 0.83196 -4.66294 -8.85279
H 1.65442 -4.16596 -7.38259
H 0.33386 -3.17541 -8.04253
H -1.33622 -5.50563 -8.92914
H -2.12853 -4.20736 -8.02455
H -2.30018 -5.89318 -7.51302
H -2.32408 -5.68116 -5.37861
H -2.88750 -4.78610 -3.14684
H 0.96161 -2.93206 -5.74446
```

## Properties
Energy relative to the best compared isomer or geometry (same formula, charge and spin): 0.8 kcal/mol
Multiplicity: 5
Net charge: +2
LUMO (spin up / spin down): -5.021 / -8.582 eV
Orbital gap (spin up / spin down): 7.24 / 3.71 eV
HOMO level (spin up / spin down): -0.4504 / -0.4516 hartree

Entry 4:
This record from OMol25 describes a structure of composition C33H38Cl2F6N4O5PS2Ta in a non-equilibrium geometry. The level of theory is the ωB97M-V functional and the def2-TZVPD basis.

Structure (XYZ):
```
92
C33H38Cl2F6N4O5PS2Ta (the ωB97M-V functional and the def2-TZVPD basis)
Ta 0.55905 -0.71269 1.04818
F -1.28174 -1.07586 5.96177
C -1.04432 -0.01475 5.22916
F -2.16285 0.63654 4.97109
F -0.16377 0.77430 5.80271
S -0.30962 -0.57264 3.61167
O -0.03974 0.64279 2.83198
O 0.87078 -1.37599 3.77473
N -1.46696 -1.41091 2.89865
S -1.13990 -2.81986 2.24521
O -2.27196 -3.38766 1.62042
O 0.06638 -2.61730 1.32048
C -0.47570 -4.05994 3.53529
F -1.12246 -5.17916 3.32864
F -0.75017 -3.57696 4.72989
F 0.81383 -4.22270 3.36853
C -4.51312 3.59091 0.36897
N -3.92411 2.25679 0.36030
N -2.58535 2.03969 0.58316
C -2.34290 0.71455 0.36719
O -1.17720 0.16689 0.52075
C -3.54075 0.11393 -0.01362
C -4.50123 1.11176 -0.01584
C -5.93626 1.05071 -0.39552
C -1.83467 2.99391 1.35318
C -0.86059 3.76620 0.74764
C -0.18453 4.71288 1.50670
C -0.49682 4.88286 2.84649
C -1.49049 4.11122 3.43823
C -2.16540 3.16193 2.69032
H -3.72274 4.32600 0.48015
H -5.21162 3.68872 1.19799
H -5.02917 3.76101 -0.57353
H -3.69288 -0.92363 -0.24913
H -6.23762 0.01648 -0.53684
H -6.11034 1.58841 -1.32946
H -6.56791 1.49669 0.37284
H -0.64464 3.64496 -0.30386
H 0.57823 5.32445 1.04367
H 0.02410 5.62927 3.43080
H -1.74472 4.25694 4.47955
H -2.95084 2.56135 3.13000
C -0.06913 -3.97391 -1.65474
C -0.45445 -2.59101 -2.19017
C -0.68917 -2.70207 -3.70359
C -1.78245 -2.14139 -1.57836
P 0.81524 -1.28921 -1.68380
C 0.44205 0.16146 -2.73430
C 0.63698 0.11771 -4.11941
C 0.35413 1.21283 -4.91821
C -0.14107 2.37854 -4.35492
C -0.34559 2.43772 -2.98681
C -0.05247 1.34315 -2.18509
C 2.59616 -1.81314 -2.03159
C 3.06826 -2.78547 -0.93794
C 2.86674 -2.50629 -3.37275
C 3.42060 -0.52209 -1.99791
H -0.93970 -4.62818 -1.73629
H 0.24346 -3.96606 -0.61343
H 0.72660 -4.42203 -2.24680
H -1.37811 -3.53531 -3.85982
H 0.20600 -2.91573 -4.27593
H -1.16363 -1.80985 -4.10693
H -2.57327 -2.80837 -1.92928
H -2.03875 -1.12537 -1.88689
H -1.77417 -2.19254 -0.49000
H 1.00033 -0.77436 -4.59678
H 0.51786 1.15018 -5.98561
H -0.36586 3.23286 -4.97910
H -0.73409 3.34755 -2.54801
H -0.21200 1.41602 -1.12049
H 2.67544 -3.78658 -1.09405
H 2.81897 -2.46707 0.07338
H 4.15659 -2.85415 -0.99431
H 2.33034 -3.44542 -3.47599
H 3.93168 -2.74959 -3.39087
H 2.67978 -1.87749 -4.23723
H 3.25535 0.05554 -1.09414
H 3.19797 0.11582 -2.85385
H 4.48017 -0.78313 -2.03705
Cl 4.76351 -2.29502 2.19568
C 4.71584 -0.61818 1.81339
C 5.85671 0.16293 1.91265
C 5.80303 1.51637 1.61468
C 4.61332 2.12166 1.22169
C 3.49432 1.32641 1.13517
Cl 1.94063 1.97302 0.66091
C 3.51040 -0.04504 1.41079
N 2.32464 -0.71482 1.26762
H 6.78432 -0.29434 2.22715
H 6.70048 2.11389 1.69437
H 4.56873 3.17743 0.99635
```

## Properties
Energy relative to the best compared isomer or geometry (same formula, charge and spin): 14.2 kcal/mol
Net charge: +2
LUMO: -6.665 eV
Orbital gap: 6.90 eV
HOMO level: -0.4986 hartree

Entry 5:
This record from OMol25 describes a structure of composition C33H38N5Yb. The level of theory is the ωB97M-V functional and the def2-TZVPD basis.

Structure (XYZ):
```
77
C33H38N5Yb (the ωB97M-V functional and the def2-TZVPD basis)
Yb -0.33854 -0.15452 0.09854
C -2.30818 0.31227 1.63330
C -2.45989 1.14102 0.50060
C -2.75370 0.30484 -0.60767
C -2.75378 -1.02551 -0.16397
C -2.45930 -1.02875 1.22238
H -2.21432 0.65101 2.65274
H -2.54604 2.21795 0.51550
H -3.03176 0.64188 -1.59407
H -3.00396 -1.88842 -0.75950
H -2.49363 -1.88599 1.87825
N 1.58198 -1.16501 3.25944
C 1.86965 -1.86932 2.13244
C 2.39095 -3.24656 2.32751
C 2.68572 -4.05502 1.30494
C 2.59044 -3.59566 -0.12079
C 1.86538 -2.24402 -0.13465
N 1.66166 -1.35064 0.97469
C 1.11464 0.15565 3.35540
C 1.19019 0.74776 4.61831
C 0.77481 2.04722 4.77453
C 0.29691 2.74315 3.66518
C 0.23276 2.07220 2.47415
N 0.61730 0.78838 2.29264
H 1.84688 -1.58816 4.13410
H 2.52631 -3.58692 3.34686
H 3.06461 -5.05015 1.51123
H 3.56960 -3.62711 -0.59880
H 2.18297 -1.66074 -0.99921
H 1.58648 0.18602 5.45461
H 0.82776 2.52144 5.74558
H -0.02391 3.77233 3.73048
H -0.15889 2.57732 1.59815
C 3.28255 -4.53242 -4.24354
C 2.31737 -5.15081 -3.22417
C 1.27790 -6.01374 -3.96064
C 3.11706 -6.05350 -2.27795
C 1.55452 -4.05718 -2.47864
C 1.39286 -4.16291 -0.98146
C 0.56764 -2.97724 -0.45059
N -0.20442 -2.07309 -1.25997
C 0.12422 -2.02985 -2.49586
C 0.94941 -3.05041 -3.14300
C -0.25662 -0.76202 -3.18336
C -0.59760 -0.69439 -4.51380
C -0.92226 0.53497 -5.10196
C -0.83641 1.65002 -4.27694
C -0.47978 1.50496 -2.94810
N -0.20292 0.32913 -2.38366
C -1.28869 0.63040 -6.57609
C -2.18219 -0.55021 -6.97765
C -2.01650 1.93900 -6.89134
C 0.02447 0.57778 -7.37597
H 3.84333 -5.32804 -4.73524
H 3.99977 -3.86348 -3.76316
H 2.76061 -3.97404 -5.02131
H 1.78621 -6.81992 -4.49158
H 0.71912 -5.42259 -4.68731
H 0.56598 -6.46794 -3.26780
H 3.64042 -6.80464 -2.86928
H 2.48077 -6.59183 -1.57327
H 3.87706 -5.50629 -1.71736
H 1.04490 -5.15740 -0.70264
H 0.02887 -3.23550 0.46208
H 1.07212 -2.96653 -4.21484
H -0.62771 -1.60621 -5.09474
H -1.05264 2.64072 -4.64817
H -0.41980 2.37899 -2.30930
H -3.05775 -0.63346 -6.33037
H -1.64664 -1.50070 -6.96350
H -2.53585 -0.40102 -7.99783
H -2.91624 2.06286 -6.28440
H -2.32139 1.93348 -7.93741
H -1.37897 2.81357 -6.75191
H 0.57096 -0.34851 -7.18562
H 0.67474 1.41875 -7.12868
H -0.19799 0.62380 -8.44297
```

## Properties
Energy relative to the best compared isomer or geometry (same formula, charge and spin): 77.0 kcal/mol
Multiplicity: 2
Net charge: +2
LUMO (spin up / spin down): -6.040 / -6.133 eV
Orbital gap (spin up / spin down): 8.12 / 8.04 eV
HOMO level (spin up / spin down): -0.5204 / -0.5208 hartree